Molecular formula: C13H14F5N4O5ReS
Method: DFT, ωB97M-V with the def2-TZVPD basis set

XYZ file:
```
43
Properties=species:S:1:pos:R:3
Re 0.941 -0.896 0.178
O 0.799 -1.823 -1.839
C -0.459 -2.533 -1.930
C -0.690 -3.200 -0.585
N -0.813 -2.183 0.490
C -2.131 -1.539 0.500
C -2.222 -0.403 -0.477
O -3.100 -0.183 -1.242
O -1.072 0.374 -0.393
C -0.546 -2.728 1.852
C -0.119 -1.571 2.780
O -0.562 -1.487 3.899
O 0.733 -0.744 2.227
H 0.982 -1.330 -2.647
H -0.397 -3.290 -2.711
H -1.263 -1.840 -2.186
H 0.184 -3.811 -0.361
H -1.567 -3.850 -0.636
H -2.269 -1.102 1.493
H -2.951 -2.228 0.308
H 0.286 -3.428 1.791
H -1.409 -3.246 2.274
N 1.414 1.683 1.509
N 2.661 1.443 2.074
C 3.518 0.550 1.577
N 4.677 0.419 2.210
S 3.255 -0.376 0.143
H 1.407 2.597 1.074
H 0.700 1.606 2.223
H 2.833 1.794 3.006
H 4.925 0.973 3.014
H 5.327 -0.279 1.890
F 0.246 0.678 -2.826
C -0.441 1.704 -2.319
C -1.112 1.561 -1.114
C -1.859 2.623 -0.636
F -2.514 2.494 0.512
C -1.922 3.813 -1.337
F -2.640 4.821 -0.866
C -1.231 3.951 -2.529
F -1.278 5.090 -3.193
C -0.486 2.892 -3.022
F 0.163 3.004 -4.172
```

As for the net charge: +1. Its total energy is -2074.4861 a.u. The calculation puts the LUMO energy (alpha / beta) at -3.170 / -2.928 eV. The value obtained for the highest occupied orbital energy (alpha / beta) is -10.61 / -10.21 eV. The energy above the lowest of the compared OMol25 structures with the same formula, charge and spin comes out at 65.5 kcal per mole. As for the HOMO-LUMO gap (alpha / beta): 7.4 / 7.3 eV. Its spin multiplicity is 2. The expectation value of S² is 0.760.

---

Molecular formula: C22H29N4O3S2
Method: DFT, ωB97M-V with the def2-TZVPD basis set

XYZ file:
```
60
Properties=species:S:1:pos:R:3
C 1.881 6.474 1.741
C 0.946 5.325 1.545
C -0.358 5.563 1.087
C -1.258 4.544 0.884
C -0.858 3.235 1.145
N -1.617 2.113 0.987
C -0.962 1.056 1.287
N -1.557 -0.207 1.263
C -2.847 -0.328 1.933
C -4.038 -0.311 0.954
C -4.842 -1.609 0.970
N -4.084 -2.750 0.405
C -4.161 -2.786 -1.061
C -4.508 -4.035 0.974
C -0.985 -1.294 0.704
O -1.536 -2.401 0.756
C 0.307 -1.101 0.007
C 1.397 -1.893 0.358
C 2.622 -1.681 -0.251
C 2.735 -0.710 -1.226
S 4.363 -0.324 -1.897
O 4.175 0.515 -3.044
O 5.148 0.162 -0.805
N 4.900 -1.861 -2.302
C 6.337 -2.032 -2.240
C 4.287 -2.327 -3.525
C 1.646 0.043 -1.623
C 0.424 -0.148 -1.005
S 0.693 1.289 1.863
C 0.453 2.995 1.612
C 1.353 4.027 1.809
H 2.008 7.019 0.807
H 1.474 7.169 2.475
H 2.854 6.136 2.083
H -0.657 6.581 0.889
H -2.258 4.732 0.530
H -2.919 0.510 2.624
H -2.832 -1.254 2.516
H -3.672 -0.091 -0.049
H -4.712 0.501 1.223
H -5.109 -1.846 2.001
H -5.766 -1.486 0.401
H -3.035 -2.608 0.651
H -5.177 -3.018 -1.380
H -3.870 -1.825 -1.479
H -3.485 -3.546 -1.446
H -4.359 -4.037 2.052
H -3.913 -4.839 0.546
H -5.560 -4.218 0.759
H 1.284 -2.642 1.126
H 3.494 -2.251 0.026
H 6.564 -3.093 -2.136
H 6.690 -1.495 -1.363
H 6.838 -1.639 -3.129
H 3.211 -2.180 -3.443
H 4.498 -3.389 -3.647
H 4.651 -1.779 -4.400
H 1.780 0.778 -2.401
H -0.431 0.444 -1.299
H 2.351 3.820 2.161
```

As for the net charge: +1. Its total energy is -2096.6484 a.u. As for the SMILES: Cc1ccc2nc(N(CCC[NH+](C)C)C(=O)c3ccc(S(=O)(=O)N(C)C)cc3)sc2c1. The calculation puts the LUMO energy at -2.600 eV. The value obtained for the highest occupied orbital energy is -10.93 eV. As for the HOMO-LUMO gap: 8.3 eV.

---

Molecular formula: C22H28N6O3
Method: DFT, ωB97M-V with the def2-TZVPD basis set

XYZ file:
```
59
Properties=species:S:1:pos:R:3
C 6.695 1.508 1.112
O 6.579 0.313 0.379
C 5.333 -0.149 0.087
C 5.294 -1.344 -0.652
C 4.098 -1.914 -1.007
C 2.896 -1.307 -0.634
N 1.684 -1.856 -0.953
C 0.454 -1.337 -0.629
O -0.558 -1.958 -0.917
C 0.491 -0.063 0.080
C -0.845 0.576 0.406
C -1.762 0.378 -0.759
N -1.473 0.615 -2.019
N -2.568 0.343 -2.716
N -3.509 -0.039 -1.963
N -3.055 -0.033 -0.702
C -3.936 -0.351 0.385
C -3.700 -1.709 1.058
C -3.411 -2.881 0.124
C -2.699 -3.840 1.073
C -1.889 -2.872 1.937
O -2.591 -1.633 1.945
N -0.660 1.957 0.804
C -0.274 2.907 -0.224
C -1.436 3.671 -0.871
C -2.319 4.305 0.199
C -2.799 3.216 1.153
C -1.583 2.513 1.768
C 1.670 0.488 0.440
C 2.920 -0.111 0.102
C 4.150 0.459 0.458
H 7.764 1.683 1.224
H 6.238 1.418 2.103
H 6.245 2.352 0.579
H 6.232 -1.796 -0.931
H 4.079 -2.832 -1.576
H 1.668 -2.723 -1.476
H -1.276 0.033 1.258
H -3.859 0.420 1.157
H -4.942 -0.341 -0.042
H -4.604 -1.917 1.658
H -4.315 -3.292 -0.318
H -2.722 -2.573 -0.661
H -2.060 -4.548 0.553
H -3.422 -4.386 1.682
H -1.776 -3.213 2.971
H -0.897 -2.705 1.506
H 0.282 2.373 -0.995
H 0.395 3.637 0.251
H -2.031 2.994 -1.484
H -1.026 4.436 -1.532
H -3.169 4.811 -0.262
H -1.743 5.049 0.757
H -3.410 2.504 0.595
H -3.413 3.640 1.949
H -1.897 1.721 2.452
H -1.022 3.256 2.352
H 1.673 1.415 0.994
H 4.137 1.378 1.022
```

As for the net charge: 0. Its total energy is -1409.3762 a.u. As for the SMILES: COc1ccc2[nH]c(=O)c([C@H](c3nnnn3C[C@H]3CCCO3)N3CCCCC3)cc2c1. The calculation puts the LUMO energy at 0.233 eV. The value obtained for the highest occupied orbital energy is -8.08 eV. The energy above the lowest of the compared OMol25 structures with the same formula, charge and spin comes out at 79.5 kcal per mole. As for the HOMO-LUMO gap: 8.3 eV.

---

Molecular formula: C14H17BrN2OS
Method: DFT, ωB97M-V with the def2-TZVPD basis set

XYZ file:
```
36
Properties=species:S:1:pos:R:3
C -0.474 2.050 -2.147
C -0.886 1.712 -0.657
C -1.960 2.785 -0.261
C -1.539 0.306 -0.447
C -0.635 -0.967 -0.465
S 1.036 -0.708 0.319
C 0.852 -0.392 2.055
C 1.491 0.775 2.566
C 1.539 0.884 3.949
C 0.950 -0.051 4.862
Br 0.954 0.247 6.685
C 0.404 -1.151 4.267
C 0.267 -1.289 2.883
C -0.556 -1.616 -1.880
O -1.584 -1.899 -2.506
N 0.604 -1.658 -2.565
C 0.894 -2.351 -3.813
C 2.345 -2.654 -3.818
N 3.482 -2.910 -3.819
H -0.168 3.161 -2.144
H -1.382 1.782 -2.753
H 0.340 1.465 -2.497
H -0.066 1.865 0.007
H -1.425 3.817 -0.223
H -2.381 2.560 0.722
H -2.718 2.671 -0.998
H -2.359 0.085 -1.168
H -2.020 0.302 0.576
H -1.112 -1.754 0.191
H 2.008 1.420 1.875
H 2.089 1.795 4.328
H -0.001 -1.904 4.960
H -0.259 -2.104 2.447
H 1.367 -1.373 -1.984
H 0.219 -3.214 -3.953
H 0.683 -1.688 -4.593
```

As for the net charge: 0. Its total energy is -3700.5870 a.u. As for the SMILES: CC(C)C[C@H](Sc1ccc(Br)cc1)C(=O)NCC#N. The calculation puts the LUMO energy at 0.407 eV. The value obtained for the highest occupied orbital energy is -8.86 eV. The energy above the lowest of the compared OMol25 structures with the same formula, charge and spin comes out at 25.9 kcal per mole. As for the HOMO-LUMO gap: 9.3 eV.